[1]
ORCA calculation (ωB97M-V/def2-TZVPD) on a 11-piece molecular cluster, C42H75BrF4N5O40S12 overall in a non-equilibrium geometry.

## Properties
gap between HOMO and LUMO: 6.92 eV
HOMO: -9.87 eV
max |F|: 2.20 eV/Å
lowest unoccupied orbital energy: -2.95 eV
charge: +1

Geometry as XYZ:
```
179
Properties=species:S:1:pos:R:3:mulliken_charge:R:1
C -5.35343 1.87610 1.22759 -1.7713
C -4.34138 0.97741 0.53646 1.6129
N -4.91245 -0.25744 -0.04205 0.3223
C -5.31158 -1.21531 1.00544 -0.3834
C -6.75422 -0.94770 1.51277 -1.3255
C -3.92606 -0.78255 -0.88168 -0.0783
S -2.86779 -1.96710 -0.52818 -0.0721
S -3.87407 -0.03582 -2.50280 -0.1492
C -2.14418 0.30735 -2.92697 -1.0428
C -1.22889 0.75913 -1.76407 0.2140
C -0.33088 1.95858 -2.13646 -1.2327
C 1.17289 1.64414 -2.15839 0.4408
F 1.31734 0.32444 -2.48576 -0.5808
N 1.79007 2.36533 -3.33898 0.2388
C 1.98252 3.83689 -3.17874 -0.2931
Br 0.52353 4.85058 -3.97672 -0.0109
C 2.27401 4.30075 -1.74580 -1.1713
N 1.70011 3.46469 -0.72463 1.0673
C 1.77944 4.03460 0.60317 -0.6537
C 0.60155 4.48915 1.13697 -0.2843
C 0.59412 5.07737 2.39983 -1.0248
C 1.81383 5.15368 3.03673 -0.0809
C 2.92019 4.68931 2.37214 -1.2371
N 2.98960 4.12194 1.16781 -0.2167
C 1.95027 2.02999 -0.87305 0.9796
C 3.47635 1.77409 -1.09604 -1.7233
C 3.95091 0.29150 -1.14617 -1.0183
C 4.88703 -0.03770 -0.00424 0.5159
F 5.37891 -1.28804 -0.19761 -0.2979
F 4.32301 0.01209 1.19941 -0.1351
F 5.96641 0.76550 -0.01854 -0.3369
C 1.55375 1.17565 0.32976 -1.5739
N 0.20530 1.38510 0.88394 0.3751
C -0.33382 0.07053 1.33293 -1.1323
H -6.26814 1.98959 0.65393 0.3866
H -4.89775 2.86291 1.31968 0.5256
H -5.56252 1.56225 2.24839 0.2960
H -3.94172 1.54261 -0.30086 -0.6647
H -3.48434 0.75691 1.18172 -0.3856
H -4.62544 -1.09742 1.84630 0.2581
H -5.29609 -2.23381 0.64355 0.5379
H -6.71172 -0.65097 2.55924 0.3440
H -7.18209 -0.09624 0.99356 0.3172
H -7.36535 -1.83579 1.40344 0.3478
H -2.19880 1.08404 -3.68713 0.4209
H -1.69822 -0.57798 -3.38172 0.3751
H -1.88279 1.07341 -0.95712 -0.0920
H -0.69553 -0.10260 -1.38745 0.4039
H -0.64202 2.27059 -3.13820 1.1048
H -0.58316 2.79571 -1.49680 -0.5944
H 2.66709 1.87680 -3.54138 0.6704
H 1.21596 2.21905 -4.17490 0.6000
H 2.83711 4.10769 -3.78679 0.4550
H 3.36844 4.38077 -1.65545 0.3574
H 1.91095 5.32046 -1.66384 0.7593
H -0.32156 4.38359 0.58744 0.8053
H -0.33620 5.40720 2.83532 0.4978
H 1.90327 5.56197 4.03041 0.6518
H 3.86783 4.78128 2.88322 0.6667
H 3.83873 2.23142 -2.01839 0.7673
H 4.05158 2.26416 -0.31414 0.6128
H 4.56663 0.14550 -2.03202 0.4617
H 3.16622 -0.45660 -1.18422 0.2409
H 2.27789 1.43137 1.10518 0.1914
H 1.67560 0.11245 0.14065 0.6822
H 0.37300 1.86476 1.76069 0.4693
H 0.30199 -0.30477 2.12678 0.6081
H -1.32105 0.23177 1.75516 0.3133
H -0.31339 -0.67736 0.54851 -0.1217
C 2.89322 -3.81715 0.26937 -0.1278
C 2.85992 -4.96544 1.25002 -0.2731
O 1.93183 -4.53602 2.26508 -0.2695
S 0.79030 -3.63700 1.60097 0.9731
O -0.34564 -4.43619 1.33555 -0.5955
O 0.67833 -2.41815 2.32356 -0.4168
O 1.53611 -3.35046 0.20762 -0.1609
H 3.52307 -3.00286 0.63353 0.0121
H 3.22741 -4.12066 -0.71932 0.3737
H 3.83823 -5.17238 1.68274 0.2587
H 2.46344 -5.87409 0.79131 0.3077
C 5.83756 -2.33743 4.70190 -0.2006
C 7.09040 -2.80064 3.99252 -0.3129
O 7.11488 -4.22015 4.21070 -0.2961
S 5.61807 -4.77832 4.26948 1.0334
O 5.27000 -5.29404 2.99302 -0.6322
O 5.47486 -5.55175 5.44643 -0.5272
O 4.87752 -3.37667 4.45285 -0.2306
H 5.99180 -2.26398 5.78037 0.2396
H 5.46875 -1.39009 4.32418 0.2229
H 7.99245 -2.34273 4.38732 0.3583
H 7.03149 -2.62081 2.91694 0.2454
C 1.23893 1.60924 6.70060 -0.3536
C 2.60103 1.06190 7.06594 -0.4483
O 3.27921 0.93174 5.80337 -0.2262
S 2.79334 2.09124 4.81176 0.9008
O 3.73334 3.14813 4.84993 -0.6146
O 2.37895 1.49501 3.59118 -0.3342
O 1.50025 2.53839 5.63526 -0.2968
H 0.58057 0.82632 6.32009 0.2681
H 0.75680 2.11701 7.53085 0.3244
H 2.54583 0.09928 7.56617 0.3622
H 3.16325 1.76340 7.68491 0.3225
C 5.77079 9.54962 2.14462 -0.3334
C 6.44835 8.22139 1.88275 -0.2480
O 6.49411 7.58703 3.16658 -0.3234
S 5.20845 8.01205 4.02345 0.9705
O 4.22187 6.99754 3.90975 -0.3271
O 5.64366 8.48607 5.28126 -0.5621
O 4.75723 9.25006 3.11345 -0.3194
H 6.46164 10.27281 2.58137 0.2864
H 5.32096 9.97272 1.25070 0.3124
H 7.45171 8.33280 1.48202 0.3224
H 5.85479 7.59536 1.21195 0.2108
C 8.63409 -6.93851 7.05106 -0.2420
C 7.31180 -7.64165 6.83818 -0.2199
O 7.59497 -9.02010 7.11458 -0.3292
S 8.72018 -9.12214 8.25172 1.0864
O 8.09564 -9.32378 9.50638 -0.5337
O 9.75219 -9.96957 7.78353 -0.5233
O 9.21711 -7.59627 8.18089 -0.3408
H 9.29934 -7.07057 6.19477 0.3259
H 8.51296 -5.87796 7.25511 0.2639
H 6.93506 -7.52740 5.82842 0.2071
H 6.55731 -7.29699 7.54765 0.3015
C -6.88272 -2.38578 -3.64428 0.0472
C -6.86411 -3.56164 -2.70086 -0.0998
O -7.96896 -3.32528 -1.81354 -0.3551
S -9.14110 -2.57296 -2.60762 1.0570
O -10.09885 -3.52503 -3.03536 -0.5480
O -9.51018 -1.42323 -1.86681 -0.5235
O -8.27496 -2.12591 -3.88159 -0.3921
H -6.44064 -1.50196 -3.17986 0.1111
H -6.37383 -2.59696 -4.57965 0.2543
H -5.93550 -3.63263 -2.14440 0.2241
H -7.04530 -4.50165 -3.22693 0.2375
C -3.49190 -6.88673 -5.65824 -0.3328
C -4.49677 -7.14454 -4.55842 -0.2881
O -3.97450 -6.43523 -3.42089 -0.3272
S -3.20774 -5.12369 -3.91458 1.0902
O -4.08723 -4.01265 -3.79806 -0.3735
O -1.91598 -5.11002 -3.33525 -0.6103
O -3.09148 -5.51391 -5.45777 -0.3085
H -2.61014 -7.52070 -5.54986 0.1934
H -3.91319 -7.02581 -6.65365 0.4412
H -4.60381 -8.19963 -4.32545 0.3529
H -5.47467 -6.72497 -4.80402 0.2457
C -1.14664 -9.39894 -9.87513 -0.3055
C -1.16323 -10.58907 -8.93995 -0.3244
O -2.25034 -10.31587 -8.04197 -0.3055
S -3.39859 -9.51906 -8.81988 1.0256
O -4.39833 -10.42540 -9.23816 -0.5456
O -3.71687 -8.35832 -8.06064 -0.4831
O -2.53140 -9.09232 -10.09203 -0.3224
H -0.67139 -8.53241 -9.41112 0.2693
H -0.65902 -9.61644 -10.82105 0.3143
H -0.23583 -10.70119 -8.38617 0.3150
H -1.38387 -11.51588 -9.47253 0.2908
C -4.31130 4.61677 -3.98273 -0.4642
C -3.20973 5.60098 -3.65327 0.1900
O -3.41731 5.93044 -2.27609 -0.3867
S -4.00428 4.65665 -1.51180 0.9330
O -2.92911 3.98673 -0.86727 -0.2832
O -5.17253 5.05291 -0.81719 -0.5426
O -4.42576 3.81115 -2.79744 -0.2347
H -5.26280 5.12180 -4.15605 0.2666
H -4.07411 3.98950 -4.83763 0.3733
H -3.24711 6.49869 -4.26409 0.4118
H -2.22694 5.13327 -3.73261 -0.3641
C -5.63660 8.25254 -0.39397 -0.0696
C -6.29440 9.00149 0.74389 -0.2950
O -5.95689 10.37493 0.50606 -0.3205
S -5.86200 10.64172 -1.07171 1.0843
O -7.08382 11.19161 -1.52693 -0.5259
O -4.61561 11.25702 -1.34427 -0.5462
O -5.79980 9.10575 -1.53418 -0.2732
H -4.56697 8.11968 -0.21581 0.1372
H -6.09436 7.28586 -0.57707 0.1723
H -5.93451 8.68540 1.71868 0.3164
H -7.38153 8.90483 0.70998 0.3151
```



[2]
ORCA calculation (ωB97M-V/def2-TZVPD) on a 10-piece molecular cluster, C42H76N9O6S overall in a non-equilibrium geometry.

## Properties
gap between HOMO and LUMO: 6.87 eV
HOMO: -4.98 eV
max |F|: 4.13 eV/Å
lowest unoccupied orbital energy: 1.89 eV
charge: -1

Geometry as XYZ:
```
134
Properties=species:S:1:pos:R:3:mulliken_charge:R:1
C 0.69654 2.68200 0.74175 -1.4849
O 0.24493 1.38706 0.38548 -0.0209
C -0.97120 1.10199 1.05606 -0.3374
C -1.21361 -0.39068 0.86315 -0.5287
N -1.18717 -0.62029 -0.62301 1.4782
H -1.97685 -0.01646 -0.97402 -0.5421
H -0.39485 -0.09968 -1.01196 0.5104
C -1.24025 -2.01630 -1.13631 -0.9347
C -0.57548 -2.07924 -2.49472 0.1097
O 0.72275 -1.51258 -2.32435 -0.1185
C 1.36877 -1.30341 -3.55594 -0.7373
H -0.03337 3.34791 1.21033 0.4998
H 1.11233 3.17210 -0.13533 0.3820
H 1.45753 2.58638 1.52782 0.2359
H -1.80536 1.72126 0.71021 0.5209
H -1.00610 1.30639 2.13284 0.4654
H -2.14069 -0.80384 1.25176 -0.5823
H -0.35863 -0.93619 1.26550 0.6148
H -2.24890 -2.39307 -0.99769 0.3221
H -0.56097 -2.59123 -0.49871 0.3725
H -1.12919 -1.40462 -3.15849 -0.0029
H -0.43671 -3.06469 -2.93920 0.3135
H 1.94630 -2.12376 -3.99906 0.2494
H 2.15118 -0.54370 -3.46447 0.3477
H 0.72348 -0.89682 -4.33845 0.2087
S -4.14111 0.44635 -2.34274 1.2531
O -3.29904 0.83945 -1.17593 -0.8502
O -3.35190 0.32066 -3.58510 -1.0281
O -4.75969 -0.85759 -2.06948 -0.8096
O -5.18931 1.47415 -2.46459 -0.8287
C 1.64210 5.56618 3.65012 -0.3311
C 2.45285 6.66978 2.96106 -1.2374
N 2.16975 6.79418 1.53333 0.1918
C 2.44748 5.65041 0.71416 -0.2509
C 3.82605 4.95907 0.86757 -1.3328
C 0.93143 7.47326 1.22776 -0.3056
C 0.89869 8.93636 1.64087 -1.4192
H 2.00649 5.42579 4.67087 0.4937
H 1.83527 4.65059 3.08693 -0.1651
H 0.56620 5.72780 3.71899 0.3448
H 2.30408 7.64558 3.42314 0.4094
H 3.49906 6.42675 3.15645 0.3813
H 1.64687 4.91917 0.89464 0.1302
H 2.38955 5.87452 -0.35323 0.4731
H 4.02036 4.73540 1.91740 0.1904
H 3.92528 4.04054 0.29363 0.4022
H 4.57137 5.67919 0.52620 0.3799
H 0.01547 6.91678 1.48134 0.2740
H 0.77855 7.48806 0.14104 0.3741
H 1.81308 9.45101 1.34997 0.3098
H 0.79297 9.00929 2.72795 0.3188
H 0.03627 9.48295 1.25926 0.4429
C 2.22464 -5.24870 0.48566 -1.4008
C 1.52135 -4.95917 -0.85002 0.2877
N 1.23442 -6.14060 -1.63803 0.5622
C 2.40922 -6.93557 -2.01334 -0.7362
C 3.43936 -6.09427 -2.82727 -1.0549
C 0.26164 -5.83053 -2.67985 0.2280
C -0.48791 -7.05500 -3.18538 -1.6618
H 3.21817 -5.64864 0.27185 0.3300
H 1.67516 -6.09253 0.89975 0.3596
H 2.28142 -4.38611 1.14146 0.2338
H 0.54675 -4.48196 -0.71906 -0.5422
H 2.06536 -4.17550 -1.40239 0.5190
H 2.84370 -7.25444 -1.06940 0.3826
H 2.14412 -7.75184 -2.68169 0.4311
H 3.83990 -5.26674 -2.24469 0.2546
H 4.24352 -6.71503 -3.22218 0.4337
H 2.91376 -5.67113 -3.68561 0.2618
H 0.62296 -5.17981 -3.48943 0.3132
H -0.52175 -5.18549 -2.27495 -0.2858
H -1.42030 -6.82143 -3.69933 0.4631
H -0.76362 -7.70975 -2.35385 0.2700
H 0.08891 -7.71084 -3.84295 0.3978
N -2.01444 2.99832 -2.32463 0.6042
C -0.69834 3.25613 -2.42626 -0.7992
C -0.48679 4.61274 -2.63507 -0.7657
C -1.77704 5.16775 -2.67600 -0.9394
C -2.71952 4.17850 -2.54696 -0.2956
H -2.36418 2.04721 -2.12733 -0.1860
H 0.06511 2.49182 -2.48493 0.8513
H 0.45603 5.13244 -2.57937 0.4742
H -2.00047 6.22568 -2.69464 0.3582
H -3.79018 4.07926 -2.61119 0.5273
N 0.20014 0.91795 4.43877 0.3135
C -0.17142 2.07556 5.03913 -0.3210
C -1.41087 1.85959 5.63517 -0.7721
C -1.60627 0.45506 5.56547 -0.7013
C -0.68590 -0.08627 4.69988 -0.4887
H 1.06754 0.90851 3.92524 0.2175
H 0.46303 2.93942 4.91583 0.3496
H -2.07044 2.62360 6.00896 0.3777
H -2.51312 -0.03085 5.89206 0.5141
H -0.62191 -1.03286 4.19138 0.5668
N -0.90579 -6.63941 0.60315 0.0477
C -1.91067 -5.79427 0.13159 -1.1112
C -2.38593 -5.02808 1.15470 0.3471
C -1.61816 -5.34386 2.28687 -0.6530
C -0.70116 -6.27786 1.90705 -0.6988
H -0.32894 -7.26969 0.07656 0.2972
H -2.17540 -5.74600 -0.91219 0.4683
H -3.17832 -4.30365 1.07183 0.3836
H -1.64250 -4.81282 3.22618 0.4324
H 0.06648 -6.75982 2.49224 0.4570
N 3.48469 -0.01579 4.40531 0.0888
C 3.13758 -0.45811 3.11207 -1.3618
C 3.31526 0.56548 2.24266 -0.0325
C 3.93644 1.62257 2.93558 -0.0737
C 3.91004 1.27414 4.24858 -0.7528
H 3.21882 -0.48612 5.24851 0.2597
H 2.66210 -1.40889 2.92934 0.6239
H 3.06211 0.59090 1.19424 0.6058
H 4.14786 2.54311 2.41673 0.2021
H 4.18124 1.78437 5.16250 0.4036
N -1.16765 0.18651 -5.26411 0.2686
C -0.83459 -0.77149 -6.18020 -0.6288
C 0.22163 -0.31628 -6.91018 -0.5979
C 0.47761 1.02535 -6.53183 -0.7723
C -0.38625 1.27513 -5.47829 -0.2742
H -1.93953 0.11578 -4.59134 0.3532
H -1.40741 -1.68508 -6.20618 0.4232
H 0.82506 -0.82433 -7.64903 0.3797
H 1.06805 1.80919 -6.97598 0.4591
H -0.48531 2.13263 -4.83038 0.4533
N -4.65028 -0.51490 1.16492 0.1416
C -4.62015 0.19420 2.33519 -0.7090
C -4.39388 -0.70771 3.35029 -0.5057
C -4.37151 -2.00121 2.78603 -0.6918
C -4.55933 -1.85264 1.42978 -0.7482
H -4.76049 -0.19168 0.21182 0.1112
H -4.83629 1.24592 2.24310 0.5039
H -4.37135 -0.41929 4.38913 0.5919
H -4.25243 -2.94532 3.29463 0.5364
H -4.50600 -2.54966 0.60958 0.6888
```